{
  "formula": "C3H12O2S2",
  "method": "the ωB97M-V functional and the def2-TZVPD basis",
  "homo_energy_ev": -8.6,
  "spin_multiplicity": 1,
  "smiles": "CCSSC.O.O",
  "charge": 0,
  "homo_lumo_gap_ha": 0.3384,
  "symbols": ["C", "C", "S", "S", "C", "H", "H", "H", "H", "H", "H", "H", "H", "O", "H", "H", "O", "H", "H"],
  "positions_angstrom": [[-2.6700, 2.7800, -1.7491], [-1.9520, 2.1798, -0.5746], [-1.0737, 0.6236, -1.2244], [0.6256, 0.3790, -0.1392], [0.2114, -1.0065, 1.0692], [-2.3583, 3.7660, -2.0839], [-3.7082, 2.9831, -1.4143], [-2.7004, 2.0903, -2.5813], [-1.1656, 2.8083, -0.1728], [-2.6983, 1.8835, 0.1578], [-0.5563, -1.7031, 0.6467], [1.1397, -1.5505, 1.2174], [-0.2187, -0.3952, 1.8316], [0.6143, -4.5985, -0.6825], [0.9696, -3.7178, -0.5261], [-0.3293, -4.4674, -0.8397], [3.8805, -0.6013, 3.7992], [4.7461, -0.4271, 3.4036], [3.9662, -0.1646, 4.6590]],
  "lowdin_charge": [-0.2055, -0.5338, 0.4279, 0.3738, -0.4141, 0.0703, 0.0775, 0.0403, 0.0558, 0.0605, 0.0333, 0.0197, -0.0014, -0.0587, 0.0182, 0.0356, -0.0687, 0.0345, 0.0349]
}

---

{
  "formula": "C7H5F2O3P",
  "method": "the ωB97M-V functional and the def2-TZVPD basis",
  "homo_energy_ev": -9.6,
  "spin_multiplicity": 1,
  "smiles": "O=POC(F)(F)[C@H]1C=CC=CC1=O",
  "charge": 0,
  "homo_lumo_gap_ha": 0.3247,
  "symbols": ["O", "P", "O", "C", "F", "F", "C", "C", "C", "C", "C", "C", "O", "H", "H", "H", "H", "H"],
  "positions_angstrom": [[-4.6258, -0.6773, 0.0023], [-3.4593, -0.4336, -0.7904], [-2.4382, 0.4477, 0.2519], [-1.2282, 0.9871, 0.1287], [-0.7706, 1.2746, 1.3750], [-1.3337, 2.2105, -0.4813], [-0.1516, 0.1629, -0.6223], [1.1076, 0.9540, -0.7176], [2.2398, 0.5628, -0.1233], [2.2910, -0.6396, 0.6598], [1.2207, -1.4434, 0.7891], [-0.0165, -1.1823, 0.0844], [-0.9181, -1.9928, 0.0302], [-0.5778, -0.0057, -1.6191], [1.0533, 1.8776, -1.2728], [3.1421, 1.1488, -0.2105], [3.2175, -0.8956, 1.1521], [1.2477, -2.3558, 1.3637]],
  "lowdin_charge": [-0.3882, 0.9404, -0.2022, -0.6558, 0.1318, 0.0939, -0.1281, -0.0226, -0.0676, -0.0396, 0.0064, -0.3582, 0.0676, 0.1624, 0.1199, 0.1081, 0.1122, 0.1197]
}